Computed, not measured: a structure of composition C42H57Ge2N2NiO2SSi, with ωB97M-V with the def2-TZVPD basis set.

Properties
Strongest force on any atom = 0.84 eV/A
HOMO energy (spin up / spin down) = -6.96 / -8.18 eV
HOMO-LUMO gap (spin up / spin down) = 6.8 / 6.6 eV
ΔE to the lowest compared entry with this formula, charge and spin = 30.4 kJ/mol
Spin multiplicity = 4
LUMO level (spin up / spin down) = -0.18 / -1.56 eV

Geometry as XYZ:
```
108
Properties=species:S:1:pos:R:3:forces:R:3
Ni 0.0717 -0.0840 -0.4627 -0.664 0.408 0.324
O 0.2641 -2.3583 -0.4734 -0.033 -0.331 -0.092
S -1.0956 -2.5282 -1.0012 0.351 -0.001 -0.074
O -1.2684 -3.1146 -2.3015 -0.070 -0.046 -0.062
N -1.6360 -1.0429 -0.8751 -0.085 0.345 -0.562
C -2.5673 -0.3972 -1.6876 0.330 -0.155 0.468
C -3.5848 -0.9479 -2.4197 -0.147 -0.072 -0.150
C -4.4990 -0.1202 -3.1141 0.060 -0.190 0.061
C -4.4171 1.2379 -3.0559 0.006 0.089 0.021
C -3.3746 1.8384 -2.3087 0.001 0.081 -0.034
C -3.2371 3.2365 -2.1543 -0.105 0.018 -0.070
C -2.2319 3.7376 -1.3847 0.115 0.029 0.062
C -1.3082 2.8459 -0.8056 -0.037 0.047 0.014
N -1.3747 1.5454 -0.9566 0.004 -0.138 -0.125
C -2.4307 1.0244 -1.6602 0.152 0.072 0.084
C -1.9387 -3.5404 0.1568 -0.105 -0.085 0.187
C -3.1448 -4.1219 -0.2181 0.046 -0.007 0.077
C -3.8395 -4.8792 0.7090 -0.011 -0.026 0.082
C -3.3248 -5.0566 1.9895 -0.008 -0.005 -0.042
C -2.1131 -4.4814 2.3472 0.008 0.001 -0.020
C -1.4074 -3.7150 1.4294 -0.088 -0.007 -0.095
H -3.6789 -2.0235 -2.4768 -0.035 0.019 -0.007
H -5.2919 -0.5837 -3.6868 0.018 -0.033 0.009
H -5.1406 1.8658 -3.5615 0.037 -0.004 0.010
H -3.9503 3.8957 -2.6364 0.013 -0.029 0.005
H -2.1134 4.8012 -1.2273 -0.004 -0.027 0.013
H -0.4877 3.2283 -0.2105 -0.065 0.013 -0.036
H -3.5231 -3.9963 -1.2244 0.039 0.003 0.019
H -4.7803 -5.3374 0.4318 0.016 0.001 0.017
H -3.8706 -5.6552 2.7082 0.005 0.015 -0.006
H -1.7103 -4.6208 3.3434 -0.017 -0.008 -0.052
H -0.4633 -3.2541 1.6950 -0.074 -0.062 -0.064
C -3.0134 0.7545 4.3344 0.005 0.061 0.178
Ge -2.6935 0.4576 2.4239 -0.008 -0.007 -0.182
C -3.7603 -1.0997 1.9273 -0.061 -0.142 -0.027
C -3.5669 1.9519 1.5007 -0.075 0.090 -0.043
Ge -0.3050 0.2622 1.9309 -0.034 0.105 0.442
C 0.4912 1.9020 2.6997 0.042 0.157 0.007
C 1.8635 1.9768 2.9538 -0.016 0.047 0.061
C 2.4374 3.1117 3.5101 -0.033 -0.005 -0.032
C 1.6466 4.2099 3.8259 0.012 -0.023 0.002
C 0.2812 4.1575 3.5900 -0.033 -0.088 -0.056
C -0.2879 3.0140 3.0337 0.183 0.062 -0.052
C 0.3940 -1.1691 3.0914 0.080 -0.163 -0.056
C 1.7236 -1.5872 2.9928 -0.012 -0.046 0.078
C 2.2269 -2.5916 3.8109 -0.062 0.025 -0.028
C 1.4019 -3.2079 4.7433 -0.017 0.008 -0.035
C 0.0732 -2.8186 4.8453 -0.001 0.075 -0.060
C -0.4245 -1.8133 4.0219 0.189 -0.030 0.056
H -4.0032 1.2079 4.4368 0.054 -0.020 0.066
H -2.2724 1.4152 4.7878 -0.046 -0.029 -0.017
H -3.0103 -0.1922 4.8764 -0.016 0.063 0.028
H -4.8107 -0.8535 2.1081 0.037 -0.057 -0.002
H -3.4974 -1.9799 2.5187 -0.040 0.048 -0.062
H -3.6328 -1.3402 0.8712 -0.030 0.012 0.058
H -4.5707 2.0499 1.9236 0.036 0.029 -0.026
H -3.6674 1.7365 0.4372 -0.049 0.028 0.046
H -3.0493 2.9045 1.6150 -0.055 -0.026 -0.014
H 2.5028 1.1299 2.7331 -0.022 0.008 0.017
H 3.5042 3.1386 3.6988 -0.019 -0.002 -0.001
H 2.0920 5.0961 4.2609 -0.007 -0.017 -0.011
H -0.3470 5.0037 3.8439 0.013 -0.027 -0.009
H -1.3571 3.0009 2.8670 -0.022 -0.024 0.005
H 2.3831 -1.1382 2.2571 -0.044 0.000 0.089
H 3.2615 -2.8979 3.7144 -0.009 0.001 -0.001
H 1.7907 -3.9926 5.3806 -0.005 0.016 -0.010
H -0.5795 -3.2977 5.5660 0.010 0.008 -0.005
H -1.4677 -1.5395 4.1083 -0.025 0.010 0.013
C 2.5419 0.0657 -4.7289 -0.023 -0.018 -0.102
C 1.6581 -0.4914 -3.6030 -0.204 -0.163 -0.080
C 0.1834 -0.2325 -3.9647 -0.005 -0.036 -0.078
C 1.8363 -2.0179 -3.5937 0.000 -0.056 -0.104
Si 2.0660 0.2692 -1.8810 0.369 -0.097 -0.380
C 3.5789 -0.5886 -1.0490 0.117 -0.109 0.220
C 3.2397 -1.9745 -0.4783 0.029 -0.077 -0.077
C 4.7565 -0.7523 -2.0273 0.053 -0.048 0.088
C 4.0665 0.2271 0.1574 0.037 0.041 0.041
C 2.3380 2.1724 -2.0048 -0.098 0.265 0.047
C 2.1365 2.8179 -0.6208 0.065 0.103 0.019
C 3.7221 2.5950 -2.5229 0.007 0.082 -0.027
C 1.3080 2.7969 -2.9608 -0.007 0.140 -0.021
H 2.2908 -0.4618 -5.6590 0.031 0.038 0.056
H 3.6062 -0.0872 -4.5469 0.028 -0.028 0.039
H 2.3796 1.1274 -4.9111 0.030 -0.054 0.002
H -0.0412 -0.7129 -4.9265 0.027 0.042 0.062
H -0.0559 0.8261 -4.0643 0.015 -0.008 0.002
H -0.4962 -0.6698 -3.2297 0.073 0.004 -0.079
H 1.5310 -2.4106 -4.5726 0.003 0.031 0.072
H 1.2218 -2.5119 -2.8437 -0.019 0.029 0.031
H 2.8724 -2.3149 -3.4400 -0.002 -0.008 -0.006
H 2.8409 -2.6643 -1.2169 -0.019 -0.016 -0.036
H 2.5118 -1.9180 0.3299 -0.010 0.010 -0.074
H 4.1586 -2.4138 -0.0680 -0.035 0.016 -0.024
H 4.5563 -1.5076 -2.7862 0.006 0.032 -0.006
H 5.6342 -1.0912 -1.4613 -0.040 0.011 -0.038
H 5.0354 0.1703 -2.5358 -0.023 0.063 0.017
H 3.2459 0.4883 0.8296 -0.008 -0.019 -0.010
H 4.5720 1.1485 -0.1233 0.009 0.074 -0.034
H 4.7840 -0.3747 0.7299 -0.028 0.039 -0.043
H 2.9779 2.6450 0.0453 0.064 -0.026 0.017
H 1.2526 2.4489 -0.0977 0.062 -0.061 -0.018
H 2.0299 3.9064 -0.7288 0.018 -0.081 -0.001
H 4.5348 2.2959 -1.8643 0.014 -0.046 0.050
H 3.7496 3.6915 -2.5865 0.009 -0.065 -0.011
H 3.9350 2.2065 -3.5205 -0.034 -0.015 0.019
H 0.2899 2.4674 -2.7718 -0.064 0.009 0.068
H 1.5316 2.5801 -4.0045 -0.022 0.018 0.039
H 1.3303 3.8893 -2.8461 0.003 -0.078 -0.018
```
Forces are in eV/Å.

Atomic partial charges in e from the Löwdin method, atoms 1 to 4: atom 1 (Ni): 0.38, atom 2 (O): -0.37, atom 3 (S): 0.60, atom 4 (O): -0.27



Computed, not measured: a cluster of 10 separate species, C25H58BCl7NO10 in total in a non-equilibrium geometry, with ωB97M-V with the def2-TZVPD basis set.

Properties
Strongest force on any atom = 5.21 eV/A
HOMO energy (spin up / spin down) = 1.75 / -4.37 eV
HOMO-LUMO gap (spin up / spin down) = 1.4 / 7.4 eV
Spin multiplicity = 2
LUMO level (spin up / spin down) = 3.13 / 3.06 eV
Total charge = -2

Geometry as XYZ:
```
102
Properties=species:S:1:pos:R:3:forces:R:3
C -3.6956 -1.5092 -1.0191 -0.829 0.432 -1.252
O -2.7481 -0.5699 -0.5610 1.494 -1.379 -0.046
C -3.2475 0.6455 -0.1152 -1.839 0.046 -0.192
C -2.1399 1.5796 0.2547 0.646 -1.246 -1.004
N -1.1736 1.5838 -0.9466 0.702 -0.052 2.823
H -1.2815 0.7474 -1.5025 -0.149 -0.536 -0.125
H -1.4164 2.3761 -1.5240 0.336 1.161 -1.026
C 0.2618 1.6742 -0.4924 0.415 0.301 -0.476
C 0.8738 0.3746 0.0331 -0.201 -0.288 -1.710
O 0.7219 -0.5757 -1.0843 0.846 -0.110 1.853
C 1.2368 -1.9189 -0.7874 -1.741 1.332 -0.871
H -4.2622 -1.1390 -1.8735 -0.292 0.938 -0.141
H -4.4846 -1.7660 -0.3122 0.468 -0.329 0.474
H -3.2497 -2.3488 -1.5524 0.626 -0.254 1.097
H -3.8102 0.4841 0.8043 -0.512 0.121 0.099
H -3.9207 0.9812 -0.9039 -0.046 0.568 0.155
H -1.7115 1.0659 1.1154 0.763 0.426 -0.091
H -2.4199 2.5965 0.5295 0.004 -0.066 -0.256
H 0.3785 2.5499 0.1461 -0.385 -0.296 0.519
H 0.9124 1.9339 -1.3275 -0.612 -0.062 -0.532
H 0.5161 -0.0144 0.9865 -0.400 -0.148 -0.121
H 1.9357 0.6006 0.1294 0.203 -0.022 0.264
H 2.3144 -1.9732 -0.6327 0.019 0.211 0.094
H 0.9229 -2.4435 -1.6898 0.429 -0.342 0.076
H 0.6454 -2.3313 0.0300 0.318 -0.105 0.287
B -0.8554 3.5009 -3.2590 0.042 -0.081 -0.038
H -1.8129 3.2571 -3.6926 -3.856 -1.251 -1.687
H -0.2597 2.6168 -3.0921 2.490 -3.714 0.425
H -0.3571 4.1696 -3.9436 2.106 2.651 -2.552
H -1.0324 3.9981 -2.3179 -0.612 2.006 3.886
Cl -2.4284 5.7860 0.5812 1.157 4.730 -1.850
O -1.4438 4.7993 0.8633 0.006 -2.368 1.372
O -2.1514 6.9650 1.4565 -0.734 -1.559 -0.704
O -2.0990 6.1811 -0.8179 -1.834 -0.350 1.697
O -3.8325 5.4045 0.7756 1.409 -0.568 -0.306
C 4.0052 -2.4277 -4.1498 1.163 0.841 -2.609
C 2.9715 -2.2494 -5.2949 -0.219 -1.266 0.764
C 2.4993 -3.7423 -5.4311 0.758 1.414 -0.530
O 3.5983 -4.5370 -4.9588 0.089 -0.886 0.260
C 4.7276 -3.7457 -4.5802 -1.876 1.039 1.604
H 3.5160 -2.4504 -3.1761 0.284 -0.324 -0.057
H 4.6948 -1.5894 -4.2490 0.080 0.151 0.664
H 3.4131 -1.8957 -6.2266 0.235 0.004 0.144
H 2.1900 -1.5505 -4.9967 -0.160 -0.188 -0.150
H 2.3351 -4.0421 -6.4661 -0.194 0.125 -0.070
H 1.5628 -3.8528 -4.8844 0.246 -0.583 0.391
H 5.4977 -3.7374 -5.3516 -0.228 0.604 -0.350
H 5.2253 -4.0783 -3.6692 -0.200 -0.905 -0.026
C 0.3341 -2.6427 2.9500 -0.378 -0.149 -0.080
C 0.1550 -2.6873 4.4311 -0.440 1.041 2.615
C 1.3337 -3.4797 4.9640 0.094 1.329 -0.296
O 1.2867 -4.4673 3.9892 1.732 -2.944 0.726
C 1.2734 -3.8781 2.7413 -2.136 0.951 -1.268
H 0.7539 -1.6851 2.6422 0.034 -0.143 -0.200
H -0.6648 -2.7833 2.5371 0.259 0.120 -0.635
H -0.6823 -3.2909 4.7814 -0.271 -0.280 -0.605
H -0.0695 -1.7607 4.9594 0.452 0.522 -0.349
H 1.2248 -3.7606 6.0115 -0.333 -0.902 -0.282
H 2.3266 -3.0320 4.9223 0.106 0.741 -0.127
H 0.7886 -4.5969 2.0807 0.190 -0.037 -0.132
H 2.1895 -3.5473 2.2519 0.676 -0.236 0.629
C 7.6823 0.0215 1.2369 1.764 -0.693 -0.110
C 6.2322 0.2284 1.4720 -1.223 0.493 -1.282
C 5.8499 0.8210 0.0839 0.798 0.012 0.528
O 6.7511 0.2232 -0.8614 -0.385 -0.706 -0.954
C 7.8243 -0.5191 -0.2487 -2.013 1.276 1.530
H 8.0702 -0.6526 2.0006 0.501 0.038 -0.128
H 8.1624 0.9981 1.2992 0.389 -0.103 0.022
H 5.9394 0.9231 2.2593 0.418 0.080 0.071
H 5.7556 -0.7197 1.7210 -0.313 -0.065 -0.401
H 6.1154 1.8748 -0.0017 -0.264 0.305 0.660
H 4.7889 0.7629 -0.1588 0.126 -0.606 -0.417
H 8.7398 -0.2939 -0.7958 0.071 0.111 0.352
H 7.5949 -1.5818 -0.3272 0.140 -0.195 0.124
C -5.1217 2.4630 4.6193 -0.366 1.336 -0.386
C -5.0585 0.9719 4.7647 0.351 -0.616 -0.650
C -3.6356 0.6703 4.2685 0.014 -0.483 0.010
O -3.1483 1.7869 3.4958 -0.173 -0.365 1.267
C -4.2209 2.7260 3.4162 -0.444 -0.228 -0.923
H -4.7466 3.1394 5.3873 -0.034 -0.622 0.664
H -6.1577 2.7410 4.4256 0.029 0.375 -0.077
H -5.7892 0.5514 4.0738 -0.021 -0.022 -0.217
H -5.3013 0.4929 5.7133 0.290 0.394 0.245
H -3.5893 -0.2166 3.6365 -0.065 -0.129 -0.018
H -3.0437 0.4656 5.1606 0.642 0.315 -0.142
H -4.7233 2.4956 2.4767 -0.440 0.142 -0.179
H -3.8672 3.7519 3.3133 0.278 -0.127 0.225
C -7.0446 1.7201 0.4819 0.082 0.891 -0.082
Cl -5.7456 2.6955 -0.3422 -1.090 -0.329 0.715
Cl -6.9268 0.0165 0.1709 0.104 -0.729 -0.232
H -7.0046 1.8384 1.5647 0.349 0.321 -0.219
H -8.0178 2.0598 0.1274 0.310 0.094 -0.113
C -4.3771 -4.7710 -3.8706 -0.893 0.112 0.072
Cl -2.7603 -4.5549 -3.2043 0.289 -0.070 -0.344
Cl -5.4432 -5.5099 -2.6638 -0.238 -0.158 0.169
H -4.8119 -3.7985 -4.1018 0.309 -0.084 -0.017
H -4.4223 -5.4217 -4.7439 0.556 0.168 0.127
C 2.7025 4.7894 -1.2374 -0.316 -0.459 -0.407
Cl 3.7904 3.3412 -1.1030 -0.095 0.694 0.441
Cl 3.2290 6.3188 -0.4635 0.087 -0.963 -0.404
H 2.6152 4.8773 -2.3203 -0.121 0.567 0.334
H 1.7417 4.5020 -0.8105 0.195 0.190 -0.026
```
Forces are in eV/Å.

Atomic partial charges in e from the Löwdin method, atoms 1 to 4: atom 1 (C): -0.13, atom 2 (O): -0.20, atom 3 (C): -0.29, atom 4 (C): -0.05